The following is a quantum chemistry calculation of a 2-piece molecular cluster, C3H8ClOPS overall, from the OMol25 dataset.

```
15
Properties=species:S:1:pos:R:3:forces:R:3
C -0.134 -2.371 -2.425 0.0 -5.6 0.9
P 1.167 -0.062 -1.275 1.0 -1.2 1.1
H 0.095 -3.226 -3.215 -0.5 1.5 1.7
H -0.284 -1.524 -2.973 -0.8 2.2 -1.0
H 0.986 2.670 1.711 4.0 2.0 0.6
O 0.198 0.330 -2.294 -0.5 1.2 -0.5
H -0.483 -0.014 1.634 -2.3 -1.4 0.0
S 1.366 -2.218 -1.413 -0.1 0.9 0.0
H -0.247 2.368 0.463 1.4 -0.6 1.2
C 0.315 0.613 1.581 2.3 1.6 -1.1
Cl 3.168 0.496 -1.659 -0.6 0.1 0.2
H -0.971 -2.758 -1.723 1.1 1.0 -1.6
C 0.245 2.054 1.490 -4.8 -1.1 -3.8
H 1.242 0.218 1.835 1.4 -0.9 0.5
H -0.559 2.471 2.006 -1.7 0.3 1.7
```
Positions in Å, forces in eV/Å.

## Properties
- Total energy: -37932.4727 eV
- Multiplicity: 1
- LUMO energy (alpha / beta): -0.46 / -2.07 eV
- Orbital gap (alpha / beta): 8.22 / 6.34 eV
- ΔE to the lowest compared entry with this formula, charge and spin: 387.0 kJ/mol
- E_HOMO (alpha / beta): -8.7 / -8.4 eV
- Total charge: 0

natural (NBO) atomic charge list, values in e, 6 entries:
1. C -0.73
2. P 1.35
3. H 0.23
4. H 0.25
5. H 0.22
6. O -1.06


The following is a quantum chemistry calculation of one molecule with the formula C4H6FNO, from the OMol25 dataset.

```
13
Properties=species:S:1:pos:R:3:forces:R:3
H -0.579 1.942 2.078 1.6 -0.3 -1.5
C -0.628 -1.457 -0.641 -3.6 0.4 -1.9
C 0.597 -1.118 -1.306 0.6 1.2 -2.0
F -0.818 2.546 0.205 0.3 0.0 -0.8
N -0.233 -0.093 -0.498 1.0 1.2 -1.7
C 0.120 0.307 0.745 1.7 -1.5 3.7
O 0.561 -0.480 1.635 -1.3 2.7 -2.3
H 1.568 -1.528 -0.874 -1.4 0.9 -0.7
H -0.468 -1.995 0.253 -0.7 -1.1 0.7
H -1.640 -1.284 -1.255 2.1 -1.9 1.5
H 1.068 2.155 1.045 -1.7 0.2 0.2
H 0.483 -0.828 -2.443 0.9 -0.8 2.5
C -0.032 1.834 1.054 0.4 -1.1 2.2
```
Positions in Å, forces in eV/Å.

## Properties
- Structure (SMILES): O=C(CF)N1CC1
- Total energy: -10497.4605 eV
- Multiplicity: 1
- LUMO energy: 0.83 eV
- Orbital gap: 10.77 eV
- ΔE to the lowest compared entry with this formula, charge and spin: 259.8 kJ/mol
- E_HOMO: -9.9 eV
- Total charge: 0

natural (NBO) atomic charge list, values in e, 6 entries:
1. H 0.20
2. C -0.26
3. C -0.23
4. F -0.34
5. N -0.51
6. C 0.65


The following is a quantum chemistry calculation of one molecule with the formula C3H6O2, from the OMol25 dataset.

```
11
Properties=species:S:1:pos:R:3:forces:R:3
O 2.610 -0.197 -0.038 -0.5 0.2 0.0
C -1.335 0.718 0.099 -0.1 0.3 0.0
O -0.972 -0.641 0.147 -0.1 -0.1 0.0
H -2.369 0.764 0.450 0.1 0.0 -0.1
H 0.667 -1.610 0.895 0.0 0.1 -0.1
C 0.382 -1.010 0.020 0.2 -0.1 0.0
H 1.109 1.091 -0.407 0.1 -0.1 0.0
C 1.436 0.067 -0.145 0.3 -0.1 0.0
H 0.498 -1.666 -0.859 -0.1 0.1 0.1
H -1.302 1.134 -0.920 0.1 -0.1 0.1
H -0.725 1.351 0.759 -0.1 -0.1 -0.1
```
Positions in Å, forces in eV/Å.

## Properties
- Structure (SMILES): COCC=O
- Total energy: -7301.7633 eV
- Multiplicity: 1
- LUMO energy: 0.86 eV
- Orbital gap: 10.83 eV
- ΔE to the lowest compared entry with this formula, charge and spin: 184.8 kJ/mol
- E_HOMO: -10.0 eV
- Total charge: 0

natural (NBO) atomic charge list, values in e, 6 entries:
1. O -0.51
2. C -0.25
3. O -0.53
4. H 0.20
5. H 0.21
6. C -0.18


The following is a quantum chemistry calculation of a 2-piece molecular cluster, C5H10N2O2 overall, from the OMol25 dataset.

```
19
Properties=species:S:1:pos:R:3:forces:R:3
N -1.673 1.608 -1.511 -1.0 -0.8 0.3
H 2.521 0.965 -1.374 -0.2 0.0 0.3
C 1.957 0.376 0.541 0.1 -0.1 -1.6
N 2.222 0.179 -0.814 0.3 -0.2 0.7
O 1.708 1.494 0.937 0.1 0.1 0.6
C -2.781 -0.592 0.068 -0.1 0.0 0.5
H 1.127 -1.552 0.962 0.0 0.1 0.0
C -1.325 -0.488 -0.281 0.3 0.0 -3.5
C 1.891 -0.885 1.359 0.0 0.0 0.1
H -2.943 -0.163 1.056 -0.2 0.1 0.0
O -0.640 -1.465 -0.487 0.1 0.1 0.9
H -1.625 2.618 -1.398 1.1 0.0 -0.6
C -0.856 0.934 -0.814 -1.4 0.7 2.3
H 2.834 -1.425 1.298 0.1 0.0 0.1
H 1.655 -0.640 2.391 0.1 0.0 0.0
H -3.382 -0.051 -0.659 0.2 0.3 0.0
H 2.529 -0.726 -1.135 -0.1 0.1 0.1
H -3.112 -1.627 0.063 0.3 -0.1 0.2
H -0.107 1.440 -0.203 0.3 -0.3 -0.2
```
Positions in Å, forces in eV/Å.

## Properties
- Structure (SMILES): [H]/N=C/C(C)=O.CC(N)=O
- Total energy: -12421.4400 eV
- Multiplicity: 1
- LUMO energy: 0.46 eV
- Orbital gap: 9.68 eV
- ΔE to the lowest compared entry with this formula, charge and spin: 196.1 kJ/mol
- E_HOMO: -9.2 eV
- Total charge: 0

natural (NBO) atomic charge list, values in e, 6 entries:
1. N -0.62
2. H 0.40
3. C 0.69
4. N -0.84
5. O -0.62
6. C -0.72


The following is a quantum chemistry calculation of a 2-piece molecular cluster, BH4NO overall, from the OMol25 dataset.

```
7
Properties=species:S:1:pos:R:3:forces:R:3
N 0.684 -0.412 0.720 0.2 2.7 1.3
H 1.468 -0.126 1.365 -0.9 -1.4 -1.2
O -0.458 1.250 -2.296 -0.2 0.1 -0.5
H 0.809 -1.132 0.052 0.9 -0.9 -0.2
B -0.532 2.142 -1.502 0.4 0.0 1.2
H 0.577 0.437 0.159 -0.3 -0.4 0.1
H -0.444 2.826 -0.527 -0.3 0.0 -0.8
```
Positions in Å, forces in eV/Å.

## Properties
- Structure (SMILES): B=O.N
- Total energy: -4279.2528 eV
- Multiplicity: 1
- LUMO energy: 0.61 eV
- Orbital gap: 10.64 eV
- ΔE to the lowest compared entry with this formula, charge and spin: 157.7 kJ/mol
- E_HOMO: -10.0 eV
- Total charge: 0

natural (NBO) atomic charge list, values in e, 6 entries:
1. N -1.08
2. H 0.37
3. O -0.80
4. H 0.37
5. B 0.87
6. H 0.34